[1]
Below is 3 unconnected molecules or ions with the total composition C24H45NO9P3 at a distorted geometry, with properties calculated with ωB97M-V/def2-TZVPD.

```
82
C24H45NO9P3 | the Open Molecules 2025 dataset | ωB97M-V/def2-TZVPD
C -6.35 1.17 0.99
C -6.14 2.44 0.38
C -5.68 3.80 -0.47
C -4.35 3.43 -1.42
C -3.08 4.22 -0.74
C -1.60 3.69 -1.26
C -0.29 4.69 -1.15
C 1.21 4.20 -1.63
C 1.47 2.69 -2.24
C 3.00 2.21 -2.71
C 0.17 1.64 -2.33
C -1.33 2.17 -1.86
P -4.81 4.07 -3.15
N -3.62 5.19 -3.85
O -4.71 2.62 -4.18
H -6.19 0.11 1.51
H -5.48 4.68 0.27
H -6.55 4.15 -1.19
H -3.23 5.39 -0.89
H -3.12 4.01 0.42
H -0.38 5.78 -0.71
H 2.12 4.93 -1.57
H 3.78 3.08 -2.56
H 2.94 2.03 -3.88
H 3.33 1.19 -2.21
H 0.33 0.54 -2.73
H -2.25 1.43 -1.96
H -3.33 4.93 -4.81
H -2.74 5.27 -3.30
H -4.34 2.86 -5.08
O 0.28 0.76 5.46
P 0.19 0.39 3.95
O -1.41 -0.02 4.01
C -2.37 1.02 4.09
C -2.43 1.83 2.81
O 0.80 -1.15 4.14
C 1.63 -1.46 5.25
C 0.81 -1.97 6.43
O 0.09 -0.03 2.28
C 0.70 0.89 1.38
C 2.11 1.28 1.78
H -2.15 1.67 4.95
H -3.34 0.56 4.27
H -1.54 2.46 2.71
H -3.30 2.49 2.81
H -2.48 1.18 1.94
H 2.24 -0.59 5.53
H 2.33 -2.25 4.94
H -0.08 -1.35 6.61
H 1.41 -2.00 7.34
H 0.44 -2.98 6.22
H 0.07 1.78 1.29
H 0.73 0.41 0.40
H 2.12 1.82 2.74
H 2.56 1.93 1.03
H 2.74 0.39 1.91
O 2.28 -5.71 -2.43
P 2.26 -4.36 -1.66
O 2.00 -3.43 -3.01
C 0.70 -3.44 -3.58
C -0.31 -2.75 -2.69
O 3.92 -4.19 -1.61
C 4.76 -5.33 -1.71
C 5.13 -5.61 -3.16
O 2.24 -2.86 -0.80
C 1.48 -2.84 0.40
C 1.78 -4.01 1.31
H 0.40 -4.47 -3.80
H 0.77 -2.90 -4.53
H -0.53 -3.37 -1.82
H -1.25 -2.59 -3.23
H 0.07 -1.80 -2.33
H 4.29 -6.20 -1.23
H 5.68 -5.12 -1.15
H 4.27 -5.56 -3.83
H 5.59 -6.60 -3.25
H 5.84 -4.87 -3.52
H 0.42 -2.81 0.15
H 1.72 -1.91 0.92
H 1.50 -4.96 0.85
H 1.22 -3.92 2.25
H 2.85 -4.07 1.54
```

Output
- E (eV) = -73385.8036
- charge = -1
- Kohn-Sham gap (eV) = 2.81
- HOMO level (eV) = -3.1

Atomic partial charges in e from the Mulliken method, atoms 1 to 2: -0.460 -0.181

[2]
Below is a molecular structure, C24H46AlB2N6 at a distorted geometry, with properties calculated with ωB97M-V/def2-TZVPD.

```
79
C24H46AlB2N6 | the Open Molecules 2025 dataset | ωB97M-V/def2-TZVPD
Al 3.77 -11.63 -12.11
B 3.13 -12.12 -15.03
H 2.44 -12.63 -14.26
H 2.84 -11.01 -15.09
H 4.19 -12.17 -14.57
H 3.04 -12.68 -16.03
B 3.44 -8.82 -12.20
H 4.41 -9.18 -11.68
H 3.34 -9.16 -13.30
H 2.60 -9.16 -11.50
H 3.53 -7.67 -12.27
C -2.53 -11.09 -16.79
C -1.44 -10.67 -15.83
C -0.58 -11.82 -15.29
C 0.20 -11.41 -14.13
N 0.83 -11.06 -13.24
H -3.16 -11.84 -16.31
H -2.16 -11.65 -17.66
H -3.08 -10.29 -17.29
H -1.95 -10.25 -14.96
H -0.84 -9.83 -16.18
H 0.03 -12.24 -16.09
H -1.21 -12.65 -14.96
C 4.79 -8.22 -17.29
C 4.59 -7.92 -15.84
C 5.74 -8.03 -14.76
C 5.88 -9.41 -14.33
N 5.95 -10.50 -13.98
H 5.29 -9.20 -17.32
H 5.54 -7.49 -17.61
H 3.92 -8.19 -17.94
H 3.71 -8.38 -15.39
H 4.41 -6.85 -15.69
H 5.46 -7.38 -13.93
H 6.59 -7.50 -15.19
C 1.61 -14.91 -17.76
C 0.90 -16.10 -17.07
C 1.09 -17.29 -18.04
C 0.57 -18.57 -17.60
N 0.13 -19.56 -17.23
H 2.69 -15.05 -17.71
H 1.21 -13.96 -17.40
H 1.19 -14.80 -18.76
H -0.13 -15.84 -16.84
H 1.43 -16.29 -16.13
H 2.11 -17.46 -18.37
H 0.47 -17.00 -18.90
C 5.49 -14.65 -16.09
C 5.57 -16.14 -15.70
C 4.93 -16.32 -14.32
C 5.14 -15.15 -13.46
N 5.32 -14.26 -12.76
H 6.45 -14.13 -16.09
H 4.88 -13.98 -15.49
H 5.01 -14.58 -17.07
H 6.65 -16.24 -15.59
H 5.18 -16.77 -16.49
H 5.33 -17.18 -13.78
H 3.86 -16.46 -14.48
N 1.66 -10.81 -18.13
C 1.19 -9.60 -17.82
C 0.56 -9.01 -18.88
C 0.46 -10.00 -19.86
C 1.05 -11.13 -19.33
H 2.35 -11.37 -17.64
H 1.57 -9.09 -16.94
H 0.15 -8.01 -18.88
H 0.05 -9.85 -20.85
H 1.17 -12.10 -19.78
N 5.60 -12.01 -18.07
C 6.22 -11.35 -19.08
C 5.20 -10.84 -19.93
C 3.98 -11.39 -19.52
C 4.25 -12.06 -18.32
H 6.08 -12.44 -17.30
H 7.26 -11.12 -19.24
H 5.35 -10.11 -20.70
H 3.07 -11.21 -20.08
H 3.61 -12.48 -17.56
```

Output
- E (eV) = -42505.5232
- charge = +1
- Kohn-Sham gap (eV) = 2.24
- HOMO level (eV) = -10.9

Atomic partial charges in e from the Mulliken method, atoms 1 to 2: 0.873 1.446

[3]
Below is a molecular structure, C24H46As3CoN7OS2, with properties calculated with ωB97M-V/def2-TZVPD.

```
84
C24H46As3CoN7OS2 | the Open Molecules 2025 dataset | ωB97M-V/def2-TZVPD
Co -1.09 0.28 -0.86
C 2.51 -0.04 -1.81
As 1.09 1.12 -1.16
C 1.29 2.59 -2.41
C 1.92 1.97 0.39
C 1.97 1.24 1.75
C 2.40 -0.21 1.55
C 0.61 1.34 2.44
As -0.86 0.31 1.68
C -2.28 1.18 2.70
C -0.71 -1.39 2.66
C 3.03 1.99 2.58
As 3.44 1.75 4.52
C 1.92 2.71 5.32
C 2.88 -0.07 4.98
H 2.56 -0.95 -1.22
H 3.45 0.50 -1.73
H 2.33 -0.28 -2.85
H 2.32 2.95 -2.35
H 0.61 3.39 -2.15
H 1.10 2.26 -3.43
H 1.42 2.94 0.50
H 2.94 2.18 0.05
H 1.67 -0.79 0.97
H 2.54 -0.72 2.50
H 3.35 -0.25 1.01
H 0.27 2.38 2.45
H 0.70 1.03 3.49
H -1.95 1.32 3.73
H -3.18 0.57 2.70
H -2.50 2.15 2.26
H -1.35 -1.37 3.54
H 0.32 -1.53 2.98
H -0.97 -2.25 2.04
H 2.83 3.07 2.52
H 4.00 1.85 2.08
H 1.82 3.69 4.84
H 2.15 2.87 6.37
H 0.97 2.18 5.25
H 3.53 -0.81 4.50
H 1.84 -0.30 4.75
H 3.02 -0.17 6.05
N -2.45 4.77 -1.61
C -2.10 3.51 -1.86
N -1.97 3.11 -3.12
S -1.82 2.49 -0.52
H -2.55 5.46 -2.35
H -2.45 5.10 -0.66
H -2.19 3.73 -3.89
H -1.93 2.11 -3.31
N -0.08 -1.57 -3.58
C 0.32 -2.24 -2.50
S -0.38 -1.90 -0.97
N 1.25 -3.18 -2.66
C 2.01 -3.86 -1.66
C 1.41 -4.45 -0.56
C 2.21 -5.09 0.37
C 3.59 -5.16 0.20
C 4.17 -4.60 -0.93
C 3.38 -3.94 -1.86
H -0.88 -0.94 -3.50
H 0.25 -1.81 -4.50
H 1.62 -3.28 -3.60
H 0.34 -4.44 -0.44
H 1.75 -5.56 1.23
H 4.20 -5.67 0.92
H 5.24 -4.67 -1.09
H 3.84 -3.50 -2.74
C -4.67 0.52 -4.25
N -4.46 0.07 -2.87
C -5.53 -0.25 -2.10
C -5.38 -0.70 -0.84
C -4.05 -0.81 -0.34
N -3.01 -0.40 -1.07
C -3.20 0.00 -2.35
O -2.18 0.30 -3.01
N -3.82 -1.33 0.86
H -5.37 -0.16 -4.74
H -3.72 0.49 -4.77
H -5.08 1.53 -4.26
H -6.50 -0.16 -2.57
H -6.23 -0.99 -0.24
H -4.58 -1.72 1.40
H -2.88 -1.54 1.16
```

Output
- E (eV) = -279917.0863
- charge = +2
- Kohn-Sham gap (spin up / spin down) (eV) = 7.05 / 7.30
- energy above the lowest of the compared OMol25 structures with the same formula, charge and spin (kcal per mole) = 0.00
- multiplicity = 2
- HOMO level (spin up / spin down) (eV) = -12.3 / -12.3

Atomic partial charges in e from the Mulliken method, atoms 1 to 2: -0.333 -1.510

Which value of E does entry 3 give?
-279917.0863 eV

Which of these has the highest E?
C24H46AlB2N6